65
Properties=species:S:1:pos:R:3:nbo_charge:R:1 method="wB97M-V/def2-TZVPD" charge=+1 e_homo_ev="-11.660 / -11.477" lumo_ev="-4.68 / -4.15" orbital_gap_ev="6.98 / 7.33"
Rh 0.4107 -0.0814 1.7088 1.038
O 0.5490 -3.4836 3.6863 -0.553
C 0.8434 -2.4699 3.1063 0.729
O 0.1951 -1.3278 3.1982 -0.696
C 2.0185 -2.4267 2.1592 0.129
C 2.9563 -3.4691 2.1551 -0.228
C 3.9942 -3.4063 1.2780 -0.087
C 4.0973 -2.3150 0.3875 -0.111
C 5.1606 -2.2015 -0.5408 -0.162
C 5.2172 -1.1487 -1.4038 -0.192
C 4.2039 -0.1640 -1.3814 -0.158
C 3.1719 -0.2451 -0.4917 -0.248
C 3.1015 -1.3139 0.4235 0.237
N 2.0735 -1.3972 1.3335 -0.468
H 2.8118 -4.2859 2.8473 0.266
H 4.7402 -4.1910 1.2418 0.236
H 5.9272 -2.9667 -0.5499 0.231
H 6.0325 -1.0653 -2.1096 0.235
H 4.2472 0.6677 -2.0735 0.232
H 2.3990 0.5046 -0.4732 0.218
C 0.9532 1.7882 1.0758 -1.009
Si -0.4307 1.5564 -0.2046 1.580
C -0.9618 -0.2528 -0.5655 -0.666
N -1.0442 -1.0946 0.6402 -0.330
C -2.2943 -0.8618 1.4649 -0.231
C -3.0420 -2.1531 1.7472 -0.415
C -3.2744 -2.8877 0.4313 -0.409
C -1.9385 -3.2658 -0.2337 -0.425
C -0.7586 -2.5318 0.3989 -0.229
C -1.9572 2.4409 0.3631 -0.545
C -3.0395 2.5036 -0.5259 -0.137
C -4.1903 3.2048 -0.2032 -0.223
C -4.2807 3.8615 1.0184 -0.180
C -3.2238 3.8096 1.9135 -0.205
C -2.0701 3.1066 1.5855 -0.183
C 0.1839 2.1927 -1.8410 -0.516
C 0.9535 1.4308 -2.7257 -0.211
C 1.4109 1.9726 -3.9193 -0.199
C 1.1045 3.2859 -4.2482 -0.184
C 0.3429 4.0570 -3.3822 -0.220
C -0.1111 3.5158 -2.1872 -0.118
H 0.7188 2.4525 1.9101 0.243
H 1.9414 1.9748 0.6741 0.241
H -0.2496 -0.7036 -1.2566 0.243
H -1.9326 -0.1814 -1.0684 0.248
H -2.9363 -0.1805 0.9038 0.220
H -2.0289 -0.3634 2.3995 0.227
H -3.9913 -1.8915 2.2145 0.241
H -2.4949 -2.7698 2.4644 0.225
H -3.8478 -2.2325 -0.2303 0.203
H -3.8830 -3.7759 0.5912 0.235
H -1.9739 -3.0707 -1.3067 0.216
H -1.7381 -4.3312 -0.1140 0.235
H 0.1213 -2.5877 -0.2393 0.220
H -0.5180 -2.9937 1.3479 0.227
H -2.9802 2.0114 -1.4928 0.204
H -5.0143 3.2445 -0.9040 0.227
H -5.1755 4.4166 1.2689 0.229
H -3.2913 4.3231 2.8638 0.228
H -1.2620 3.0830 2.3072 0.205
H 1.2036 0.3999 -2.5012 0.203
H 2.0001 1.3668 -4.5963 0.221
H 1.4547 3.7058 -5.1826 0.227
H 0.1013 5.0810 -3.6364 0.227
H -0.7062 4.1307 -1.5208 0.212

=====

72
Properties=species:S:1:pos:R:3:mulliken_charge:R:1 method="wB97M-V/def2-TZVPD" charge=-1 e_homo_ev="-5.253 / -5.254" relative_energy_ev=0.882 lumo_ev="2.28 / 2.28" orbital_gap_ev="7.54 / 7.54"
Rh -0.4186 -1.8540 -0.7061 0.888
N 3.5299 -3.7580 -0.7248 -0.094
C 3.9782 -2.8155 -1.6299 -0.849
C 2.9621 -1.9199 -1.7650 -0.863
N 1.9122 -2.2969 -0.9736 1.161
C 2.2723 -3.3981 -0.3785 -0.321
C 1.3512 -4.0749 0.5177 0.169
N 0.2560 -3.5000 0.9500 0.395
C -0.4180 -4.4720 1.6470 -0.550
C 0.2946 -5.6277 1.6554 -0.565
N 1.4454 -5.3570 0.9420 -0.173
H 4.0228 -4.5846 -0.4419 0.184
H 4.9586 -2.8648 -2.0679 0.412
H 2.9128 -1.0367 -2.3815 0.430
H -1.3759 -4.2701 2.0943 0.423
H 0.0945 -6.5974 2.0736 0.419
H 2.0522 -6.0534 0.5468 0.241
O 0.4272 -0.6017 0.4885 -0.370
Si 0.9025 0.9390 0.3862 -0.402
C 1.3627 1.5030 -1.3497 0.643
C 2.4282 2.3796 -1.5815 -0.027
C 2.7625 2.7951 -2.8642 -0.694
C 2.0332 2.3371 -3.9524 -0.449
C 0.9651 1.4748 -3.7474 -0.714
C 0.6311 1.0682 -2.4624 -0.223
C 2.4339 1.1413 1.4769 0.333
C 2.3148 1.6216 2.7835 -0.358
C 3.4196 1.7401 3.6185 -0.758
C 4.6778 1.3822 3.1589 -0.410
C 4.8226 0.8976 1.8655 -0.834
C 3.7124 0.7773 1.0418 0.208
C -0.3608 2.1485 1.0774 0.330
C -0.2720 3.5205 0.8348 -0.220
C -1.2033 4.4086 1.3556 -0.648
C -2.2483 3.9352 2.1384 -0.446
C -2.3579 2.5743 2.3891 -0.960
C -1.4262 1.6921 1.8568 -0.183
H 3.0156 2.7436 -0.7456 0.426
H 3.5958 3.4720 -3.0125 0.384
H 2.2965 2.6515 -4.9554 0.370
H 0.3874 1.1079 -4.5864 0.433
H -0.2085 0.3944 -2.3374 0.116
H 1.3394 1.9152 3.1558 0.343
H 3.2969 2.1170 4.6270 0.393
H 5.5430 1.4807 3.8039 0.364
H 5.8024 0.6168 1.4968 0.399
H 3.8447 0.3857 0.0401 0.455
H 0.5379 3.9051 0.2225 0.322
H -1.1191 5.4682 1.1456 0.379
H -2.9794 4.6241 2.5448 0.328
H -3.1765 2.1976 2.9908 0.439
H -1.5318 0.6278 2.0328 0.361
C -5.8722 0.0042 -1.3806 -1.215
Si -4.6077 0.6391 -0.1422 0.116
C -4.3113 2.4602 -0.4304 -0.536
C -5.2701 0.4004 1.5931 -0.751
C -3.0668 -0.2779 -0.3464 0.153
C -2.0265 -0.8973 -0.4845 -0.198
H -6.8578 -0.1307 -0.9280 0.327
H -5.5455 -0.9554 -1.7830 0.333
H -5.9797 0.6964 -2.2192 0.313
H -5.2555 3.0133 -0.4299 0.361
H -3.8204 2.6215 -1.3924 0.265
H -3.6638 2.8754 0.3459 -0.082
H -6.2851 0.7970 1.6867 0.315
H -4.6334 0.9185 2.3139 0.044
H -5.2876 -0.6581 1.8593 0.313
O -0.2705 -2.2736 -2.7784 -0.582
S -0.5941 -3.7815 -2.5633 1.028
O 0.6161 -4.5409 -2.2811 -0.628
O -1.3907 -3.5697 -1.2869 -0.575
O -1.3772 -4.3016 -3.6476 -0.637

=====

69
Properties=species:S:1:pos:R:3:nbo_charge:R:1 method="wB97M-V/def2-TZVPD" e_homo_ev=-7.985 relative_energy_ev=0.000 smiles="CCN(C(=O)COC(=O)c1cc(-c2ccccc2)nc2c1c(C)nn2-c1ccc(C)cc1)[C@H]1CCS(=O)(=O)C1" lumo_ev=-0.17 orbital_gap_ev=7.82
C -0.8437 5.1487 4.3571 -0.617
H -1.6799 4.6720 3.8518 0.208
H -0.9906 6.2248 4.3344 0.220
H -0.8376 4.8248 5.3945 0.209
C 0.4736 4.7903 3.6708 -0.204
N 0.6882 3.3572 3.6272 -0.443
C 0.3733 2.5669 2.5775 0.681
O 0.4905 1.3595 2.5964 -0.628
C -0.1426 3.2602 1.3038 -0.181
H 0.5997 3.9825 0.9443 0.220
H -1.1088 3.7387 1.4671 0.217
O -0.3497 2.2687 0.3213 -0.491
C 0.7775 1.6841 -0.1245 0.781
O 1.8812 2.0919 0.1334 -0.578
C 0.4949 0.4861 -0.9523 0.007
C 1.2311 -0.6569 -0.7047 -0.245
C 0.9772 -1.8483 -1.4128 0.205
N 0.0432 -1.9348 -2.3500 -0.450
C -0.6401 -0.8323 -2.6129 0.361
N -1.6201 -0.6647 -3.5431 -0.211
N -2.0695 0.6051 -3.5190 -0.233
C -1.4196 1.2750 -2.5997 0.191
C -0.4802 0.4217 -1.9551 -0.178
C -1.6907 2.7148 -2.3627 -0.642
H -2.3957 3.0725 -3.1077 0.234
H -2.1094 2.8586 -1.3682 0.228
H -0.7675 3.2888 -2.4298 0.219
C -2.1556 -1.5841 -4.4499 0.200
C -3.2490 -1.2095 -5.2239 -0.230
C -3.7918 -2.1035 -6.1262 -0.207
C -3.2640 -3.3793 -6.2766 -0.027
C -2.1692 -3.7375 -5.4968 -0.202
C -1.6118 -2.8570 -4.5911 -0.244
H -0.7604 -3.1405 -3.9950 0.250
H -1.7436 -4.7249 -5.6042 0.209
C -3.8520 -4.3571 -7.2480 -0.625
H -3.0850 -4.7291 -7.9257 0.218
H -4.2686 -5.2128 -6.7172 0.218
H -4.6426 -3.8966 -7.8347 0.213
H -4.6411 -1.8029 -6.7228 0.209
H -3.6564 -0.2183 -5.1067 0.238
C 1.7275 -3.0789 -1.1351 0.000
C 1.1259 -4.3135 -1.3772 -0.206
C 1.8063 -5.4881 -1.1226 -0.198
C 3.1001 -5.4486 -0.6282 -0.206
C 3.7105 -4.2273 -0.3959 -0.208
C 3.0319 -3.0490 -0.6457 -0.213
H 3.5279 -2.1045 -0.4810 0.215
H 4.7221 -4.1925 -0.0189 0.215
H 3.6325 -6.3666 -0.4273 0.214
H 1.3274 -6.4385 -1.3080 0.213
H 0.1160 -4.3323 -1.7570 0.228
H 1.9739 -0.6355 0.0756 0.236
C 1.2171 2.7375 4.8389 -0.042
C 2.5198 1.9873 4.6219 -0.667
H 3.3669 2.6304 4.4110 0.254
H 2.4224 1.2023 3.8793 0.273
S 2.7284 1.2370 6.2683 2.156
O 3.3017 -0.0751 6.1970 -0.931
O 3.3737 2.1953 7.1255 -0.954
C 0.9495 1.1699 6.7102 -0.650
C 0.2518 1.7280 5.4863 -0.432
H 0.0504 0.9341 4.7670 0.252
H -0.6929 2.2100 5.7428 0.221
H 0.6854 0.1423 6.9323 0.254
H 0.8289 1.7936 7.5911 0.243
H 1.4099 3.5416 5.5565 0.220
H 0.4841 5.1948 2.6599 0.207
H 1.3072 5.2431 4.2150 0.207

=====

71
Properties=species:S:1:pos:R:3:mulliken_charge:R:1 method="wB97M-V/def2-TZVPD" charge=+1 e_homo_ev="-9.827 / -9.408" spin_multiplicity=2 lumo_ev="-4.07 / -4.04" orbital_gap_ev="5.76 / 5.37"
Ti 0.1564 -0.7704 -0.1201 0.192
S -6.5661 1.3632 2.8159 0.196
N -6.0533 -0.1184 2.4655 -0.653
C -4.7988 -0.0095 2.0117 0.471
C -3.9077 -1.0955 1.4427 0.367
C -4.3000 -2.4561 1.2093 -0.679
C -3.4477 -3.3499 0.6637 -1.110
C -2.2049 -2.8922 0.2437 -0.160
N -1.8113 -1.6439 0.3830 0.576
C -2.6647 -0.7568 0.9599 -0.367
C -2.1740 0.5978 1.1529 0.110
N -0.9359 0.8400 0.7027 0.494
C -0.4065 2.0636 0.8172 -0.152
C -1.1301 3.1191 1.3009 -1.097
C -2.4378 2.9095 1.7096 -0.645
C -2.9670 1.6240 1.6005 0.261
C -4.3432 1.3199 2.0434 0.876
N -5.1988 2.1952 2.4731 -0.652
H -5.2696 -2.7007 1.6271 0.511
H -3.6204 -4.3749 0.6342 0.517
H -1.4624 -3.5811 -0.1891 0.443
H 0.6303 2.1101 0.4877 0.029
H -0.6642 4.0734 1.3242 0.541
H -3.0353 3.7244 2.1564 0.512
C 0.0005 -2.3387 3.1280 -1.254
Si 1.2631 -2.1001 1.8186 1.207
C 1.8404 -3.8403 1.2697 -1.256
C 2.7381 -1.0439 2.4299 0.260
C 3.2175 -1.1336 3.7628 -0.947
C 4.2429 -0.2977 4.2252 -0.378
C 4.8188 0.5977 3.3406 -0.742
C 4.3558 0.5555 2.0252 -0.169
C 3.3348 -0.2435 1.5491 0.190
Si 2.6506 -0.3583 -0.2208 0.847
C 2.9232 1.3344 -0.9503 -1.436
C 3.8661 -1.5987 -1.0987 -1.066
H -0.9014 -1.7619 3.0079 0.242
H 0.3404 -2.0393 4.1644 0.358
H -0.2135 -3.3912 3.1016 0.338
H 2.5868 -4.0838 2.0872 0.268
H 2.4628 -3.7077 0.4180 0.346
H 0.9884 -4.4926 1.1067 0.355
H 2.7506 -1.7325 4.4846 0.466
H 4.5586 -0.3369 5.2864 0.363
H 5.5367 1.4097 3.6132 0.348
H 4.7961 1.2303 1.1965 0.062
H 3.9291 1.6117 -0.7383 0.581
H 2.2221 2.2273 -0.7265 0.202
H 2.9450 1.2685 -2.0447 0.379
H 4.9648 -1.4308 -0.8506 0.332
H 3.8505 -1.6175 -2.1697 0.457
H 3.5589 -2.6157 -0.6354 0.055
O -1.9012 5.0016 -3.4869 -0.523
C -2.5044 3.9041 -4.0137 -0.618
N -1.9189 2.5962 -3.5893 -0.042
C -0.7178 2.2487 -4.1231 0.554
O -0.1752 3.0393 -4.9040 -0.666
C -0.2556 0.8639 -3.9419 0.336
C 0.7352 0.2996 -4.7039 -0.356
C 1.2834 -0.9505 -4.3663 -0.775
C 1.0090 -1.4547 -3.1109 -0.559
N 0.2217 -0.8106 -2.3006 0.192
C -0.4872 0.2250 -2.7426 -0.169
H -1.1441 5.2613 -4.0206 0.344
H -2.5656 3.9105 -5.1076 0.351
H -3.5165 4.0302 -3.6796 0.389
H -2.3934 1.9995 -2.9467 0.197
H 1.1187 0.7463 -5.6340 0.444
H 1.8570 -1.5106 -5.0980 0.460
H 1.4968 -2.3389 -2.7169 0.558
H -1.1565 0.6778 -2.0102 -0.108

=====

84
Properties=species:S:1:pos:R:3:mulliken_charge:R:1 method="wB97M-V/def2-TZVPD" charge=-1 e_homo_ev=-5.195 relative_energy_ev=0.000 lumo_ev=1.88 orbital_gap_ev=7.08
Ta -0.5065 0.3021 0.8284 2.132
N -2.2635 1.2594 -2.4452 -0.040
C -2.5729 2.4746 -1.5787 0.866
C -3.3680 3.4776 -2.3930 -1.906
P -3.4819 1.7957 -0.1218 0.578
O -4.5838 0.9043 -0.8183 -0.539
O -3.9570 2.8596 0.7588 -0.811
O -2.3852 0.7979 0.2906 0.416
P -0.8950 3.1155 -1.1335 0.419
O -1.1406 4.3075 -0.1028 -0.456
O -0.2551 3.5401 -2.3945 -0.869
O -0.2193 2.0037 -0.3229 -0.145
H -3.1393 0.8573 -2.7892 0.437
H -1.7921 0.4971 -1.9054 -0.289
H -1.6527 1.5295 -3.2197 0.426
H -4.3018 3.0310 -2.7428 0.482
H -2.7935 3.8515 -3.2419 0.431
H -3.6327 4.3137 -1.7462 0.407
H -4.4176 -0.0871 -0.6674 0.069
H -1.0447 5.1618 -0.5403 0.337
C -2.0650 -2.5174 6.0547 -0.523
O -1.0137 -3.1787 6.7488 -0.494
C 0.2327 -2.6675 6.6235 0.712
C 0.5220 -1.4426 6.0250 -0.030
C 1.8393 -1.0250 5.9050 -0.420
C 2.8752 -1.8170 6.3855 -0.301
C 2.5708 -2.9966 7.0596 -0.114
C 1.2667 -3.4326 7.1622 -0.759
N 4.2784 -1.5164 6.3028 -0.359
N 4.7959 -1.0259 5.2903 -0.698
C 4.0051 -0.7465 4.1221 -0.127
C 3.9700 0.5461 3.6846 -0.671
C 3.1070 0.9334 2.6387 -0.713
C 2.3081 0.0038 2.0305 -0.842
O 1.3917 0.3609 1.1210 0.289
C 2.4210 -1.3775 2.3826 1.287
N 1.6437 -2.2523 1.7055 -0.205
C 1.6988 -3.5150 2.0311 -0.211
C 2.5639 -4.0109 3.0345 -0.915
C 3.3559 -3.1409 3.7229 -0.900
C 3.2882 -1.7594 3.4249 0.885
H -2.9460 -3.1397 6.1824 0.302
H -1.8380 -2.4260 4.9904 0.114
H -2.2561 -1.5283 6.4805 0.347
H -0.2658 -0.8134 5.6350 0.345
H 2.0443 -0.0790 5.4213 0.587
H 3.3832 -3.5788 7.4768 0.440
H 1.0207 -4.3658 7.6512 0.427
H 4.5600 1.2900 4.2053 0.387
H 3.0282 1.9716 2.3438 0.494
H 1.0274 -4.1780 1.4929 0.333
H 2.5824 -5.0713 3.2482 0.417
H 4.0275 -3.4924 4.4955 0.533
S -4.0466 -2.1211 -0.5961 -0.570
As -2.1430 -2.5744 0.2386 0.266
S -1.6682 -1.4476 2.1033 -0.332
S -0.5693 -1.4342 -0.9012 -0.581
S -1.6477 -4.5886 0.4005 -0.508
F -5.2071 3.2705 5.2448 -0.371
C -4.0852 2.7635 4.6708 0.448
C -3.3206 3.5760 3.8637 -0.862
C -2.1767 3.0481 3.2866 0.048
C -1.7900 1.7263 3.5046 0.278
C -0.5496 1.1889 2.8756 -1.712
C -2.6011 0.9393 4.3227 0.455
C -3.7492 1.4478 4.9110 -1.022
H -3.6325 4.5935 3.6725 0.412
H -1.5829 3.6724 2.6287 0.252
H -0.0213 0.5023 3.5449 0.105
H 0.1461 2.0192 2.6767 0.788
H -2.3375 -0.0976 4.4897 0.095
H -4.3819 0.8367 5.5411 0.451
N 3.1154 -1.0133 -5.0843 -0.504
C 3.0292 -0.2703 -3.9198 0.351
C 1.9516 -0.4369 -3.0338 -0.199
N 1.8406 0.2863 -1.9419 0.161
C 2.7857 1.1992 -1.7073 -0.508
C 3.8394 1.3620 -2.5823 -0.545
N 3.9733 0.6296 -3.6906 -0.628
H 2.6739 -1.9178 -5.0605 0.238
H 4.0371 -1.0164 -5.4912 0.273
H 1.1867 -1.1873 -3.2141 0.269
H 2.6827 1.7946 -0.8094 0.529
H 4.6100 2.1002 -2.3935 0.364

=====

68
Properties=species:S:1:pos:R:3:nbo_charge:R:1 method="wB97M-V/def2-TZVPD" charge=+1 e_homo_ev=-10.669 lumo_ev=-3.26 orbital_gap_ev=7.41
C -0.8579 4.6464 -2.1286 -0.616
C -1.3290 3.3864 -2.8709 -0.445
C -2.2098 2.4846 -2.0051 -0.082
Br -3.5997 1.5975 -3.0196 0.072
N -1.4170 1.4635 -1.3258 -0.525
C -1.3072 1.3133 -0.0341 0.695
N -1.8496 2.0848 0.9249 -0.560
C -1.1893 1.6988 2.2259 -0.222
C 0.0431 0.9719 1.6813 -0.073
C 0.8789 0.1285 2.5950 -0.020
C 1.5153 0.7232 3.6834 -0.248
C 2.2961 -0.0712 4.5089 0.057
N 2.4782 -1.3754 4.3151 -0.398
C 1.8693 -1.9357 3.2768 0.058
C 1.0621 -1.2337 2.3866 -0.253
N -0.5128 0.2745 0.4874 -0.615
H 0.1175 4.4810 -1.6637 0.217
H -1.5467 4.9571 -1.3359 0.193
H -0.7357 5.4758 -2.8220 0.253
H -1.8483 3.6290 -3.7962 0.248
H -0.4453 2.8047 -3.1555 0.228
H -2.7112 3.0592 -1.2290 0.216
H -0.9096 0.7952 -1.8971 0.449
H -1.9730 3.0714 0.7395 0.424
H -1.8800 1.0479 2.7641 0.224
H -0.9857 2.5929 2.8111 0.237
H 0.6716 1.7761 1.2739 0.214
H 1.4110 1.7847 3.8850 0.219
H 2.8054 0.3699 5.3606 0.212
H 2.0342 -2.9993 3.1314 0.212
H 0.6140 -1.7553 1.5461 0.225
H -1.1442 -0.4744 0.7853 0.404
F 3.0116 -4.1856 8.9338 -0.322
C 1.8135 -3.8093 8.4476 0.404
C 0.6802 -4.0836 9.1871 -0.282
C -0.5504 -3.6913 8.6809 -0.187
C -0.6309 -3.0413 7.4569 -0.238
C 0.5267 -2.7811 6.7356 -0.197
C 1.7660 -3.1632 7.2284 -0.291
H 0.7687 -4.5941 10.1362 0.234
H -1.4490 -3.8955 9.2474 0.219
H -1.5945 -2.7403 7.0674 0.210
H 0.4698 -2.2780 5.7805 0.205
H 2.6791 -2.9644 6.6834 0.241
F 1.3178 4.5796 -4.3269 -0.339
C 1.2400 3.5911 -5.2513 0.387
C 0.4439 3.7832 -6.3613 -0.293
C 0.3561 2.7564 -7.2912 -0.179
C 1.0523 1.5708 -7.0980 -0.225
C 1.8451 1.4084 -5.9703 -0.184
C 1.9465 2.4263 -5.0313 -0.303
H -0.0863 4.7169 -6.4919 0.235
H -0.2555 2.8882 -8.1734 0.226
H 0.9827 0.7776 -7.8294 0.226
H 2.3944 0.4886 -5.8212 0.224
H 2.5700 2.3297 -4.1522 0.230
F 0.8306 -3.7240 -1.6114 -0.325
C -0.0298 -3.4041 -2.6013 0.391
C -0.6756 -2.1865 -2.5394 -0.269
C -1.5638 -1.8458 -3.5502 -0.207
C -1.7903 -2.7212 -4.6024 -0.231
C -1.1288 -3.9418 -4.6372 -0.174
C -0.2379 -4.2946 -3.6328 -0.277
H -0.4701 -1.5307 -1.7080 0.192
H -2.0763 -0.8895 -3.5162 0.204
H -2.4815 -2.4560 -5.3903 0.224
H -1.3071 -4.6292 -5.4527 0.228
H 0.2888 -5.2388 -3.6440 0.241